# 1
A cluster of 4 separate species, C25H58F3N2O10PS4 in total, computed with the ωB97M-V functional and the def2-TZVPD basis.

Summary:
energy: -4082.56759 a.u.
LUMO level: 0.0194 hartree
HOMO level: -7.281 eV
charge: 0

```
103
Properties=species:S:1:pos:R:3:forces:R:3:mulliken_charge:R:1
S 5.611 -3.252 6.200 0.3 -0.1 -0.1 1.108
S -4.729 0.835 -3.188 -0.4 0.1 -0.4 1.249
S -1.444 3.572 3.892 0.1 0.2 0.2 -0.035
S -2.573 -1.630 -10.236 0.2 -0.4 -0.1 1.184
P 1.579 1.733 1.297 0.3 -2.1 -1.1 0.052
F -4.189 1.772 4.113 -1.8 0.4 -4.8 -0.235
F -5.303 2.936 2.201 2.2 -3.9 2.0 -0.252
F -5.545 0.549 2.576 2.4 4.0 0.4 -0.281
O -5.505 0.666 -4.612 -0.1 0.0 1.6 -0.256
O -1.892 -3.108 -10.346 0.1 1.4 -0.4 -0.295
O -3.856 -1.658 -10.903 0.8 0.1 0.9 -0.614
O 4.964 -2.556 5.106 0.7 -0.2 1.1 -0.528
O -3.833 -0.287 -3.010 -0.3 1.0 0.0 -0.602
O -2.423 -1.145 -8.879 -0.4 -0.5 -1.1 -0.580
O 7.113 -3.683 5.736 -1.3 -0.4 0.3 -0.315
O -4.278 2.206 -3.059 0.0 -1.2 -0.2 -0.676
O 5.677 -2.693 7.532 -0.2 -0.1 -1.2 -0.615
O -2.836 -0.003 2.207 0.9 1.8 -1.9 -0.475
N -0.196 -0.727 -0.618 -1.3 0.5 -0.6 -0.397
N 0.067 1.791 2.231 1.1 0.8 0.7 0.610
C 4.110 0.729 2.417 -0.7 -0.6 0.9 -0.473
C 0.846 -0.568 3.192 -1.4 -1.4 0.6 0.400
C 4.924 -4.884 6.319 0.2 -0.1 -0.1 -0.982
C 1.353 -1.659 2.082 2.4 0.5 -0.1 0.236
C -3.309 1.289 1.689 -1.2 0.6 -0.2 0.241
C 0.108 6.097 4.040 0.8 -0.1 -1.5 -0.707
C 3.133 2.084 2.347 1.8 0.4 0.2 -0.625
C 0.704 4.246 -0.055 0.4 0.1 0.5 -0.556
C -3.769 -0.043 -6.159 0.3 0.0 0.1 -0.811
C -3.717 -4.645 -9.880 -0.3 0.2 -0.1 -0.986
C 0.237 -1.466 4.465 -0.2 1.5 0.4 -1.137
C 2.685 -2.421 2.747 -0.3 -0.2 -0.4 -0.815
C -1.377 5.441 3.812 0.2 1.8 0.4 -0.466
C 0.169 2.773 3.378 1.3 0.0 0.1 -0.760
C -2.347 -4.132 -9.475 -0.6 -0.9 0.7 -0.293
C -6.130 0.595 -2.126 -0.1 0.0 -0.1 -0.795
C 8.514 -1.826 6.445 -0.2 0.2 0.3 -1.009
C -1.464 -0.317 1.686 0.7 -0.2 -0.2 -0.143
C -1.272 0.094 0.112 -1.0 -0.1 -1.3 -0.486
C -0.379 0.409 2.714 -0.6 -0.5 0.9 -0.752
C 1.511 2.814 -0.290 -1.1 1.5 -0.7 -0.549
C 8.003 -2.669 5.291 0.8 0.9 -0.2 -0.238
C -4.813 1.000 -5.806 0.8 0.1 -1.0 -0.438
C -1.428 -0.765 -11.279 0.2 -0.1 0.0 -0.971
C -4.597 1.720 2.666 -0.1 -1.7 0.5 0.781
H -0.677 -2.131 4.133 2.0 1.2 0.6 0.244
H -2.491 2.123 1.621 -1.6 -1.5 0.7 0.103
H -4.480 -3.868 -9.767 0.1 -0.1 0.0 0.295
H 3.607 -2.416 1.997 -2.1 -0.1 1.6 0.278
H -1.855 5.787 2.798 1.1 -0.6 2.0 0.278
H 3.048 -1.891 3.728 -0.8 -1.2 -1.9 0.062
H 7.527 -2.047 4.525 -0.1 -0.1 0.1 0.241
H -6.590 -0.366 -2.360 0.1 0.1 0.0 0.319
H -1.015 0.632 3.701 1.2 -0.5 -2.2 0.398
H 0.561 -2.463 1.770 1.3 1.8 0.8 0.315
H 1.701 0.088 3.669 -1.5 -1.3 -1.3 -0.250
H -4.366 1.997 -5.727 -0.1 -0.1 0.2 0.331
H 3.889 0.189 3.456 0.6 1.1 -2.3 -0.006
H 0.355 -0.094 -1.247 -0.8 -0.8 1.0 0.230
H -2.970 -0.072 -5.412 -0.1 0.0 -0.1 0.316
H -0.443 -0.766 -10.809 -0.2 -0.1 0.0 0.318
H -0.252 4.339 -0.736 2.1 0.0 1.2 0.251
H 9.269 -1.113 6.103 0.0 -0.1 -0.1 0.387
H 7.703 -1.255 6.907 0.1 -0.1 -0.1 0.298
H 0.910 3.617 3.046 -1.3 -1.6 0.9 0.308
H -4.216 -1.041 -6.193 0.0 0.2 -0.1 0.246
H 3.910 -4.790 6.713 0.2 0.2 -0.1 0.368
H -3.311 0.176 -7.128 -0.2 0.0 0.1 0.321
H 5.252 0.986 2.402 -2.2 -0.3 -0.1 0.362
H 3.846 -0.060 1.586 0.6 1.8 1.5 0.129
H 8.947 -2.460 7.224 0.0 0.1 -0.2 0.264
H 2.934 2.414 3.451 0.3 -0.4 -2.2 0.341
H 0.577 2.161 4.309 -0.7 1.6 -1.7 0.266
H 0.889 5.329 4.514 -1.9 1.8 -0.7 0.206
H -2.069 5.874 4.680 1.3 -1.4 -1.8 0.363
H -2.346 -3.784 -8.436 0.0 0.1 -0.1 0.297
H -5.770 0.592 -1.095 0.1 0.0 -0.2 0.234
H -4.014 -5.496 -9.262 0.1 0.0 0.0 0.385
H 5.534 -5.474 7.006 0.0 0.1 -0.1 0.353
H 0.324 4.322 1.063 0.7 -0.2 -2.3 -0.039
H 2.358 -3.525 2.958 1.0 2.0 -0.2 0.274
H 8.853 -3.172 4.815 -0.4 -0.2 0.1 0.285
H -5.558 1.044 -6.610 -0.1 0.0 0.4 0.275
H 2.582 2.988 -0.779 -2.2 -0.5 1.4 0.440
H 1.480 5.111 -0.203 -1.8 -1.4 0.1 0.245
H -3.783 1.211 0.596 0.8 0.0 2.4 -0.271
H -3.720 -4.948 -10.932 0.1 0.0 0.2 0.264
H 0.540 6.329 2.952 -0.8 -0.5 2.3 0.167
H 0.105 7.137 4.599 -0.2 -2.4 -0.9 0.291
H 1.085 -2.050 5.022 -1.7 0.8 -1.3 0.257
H 1.772 -1.144 1.093 -1.4 -1.0 2.3 0.101
H -0.181 -0.664 5.243 0.8 -1.8 -1.5 0.345
H 0.886 2.232 -1.116 1.4 0.9 1.9 0.083
H -1.626 -4.956 -9.539 0.1 0.4 -0.2 0.268
H 4.901 -5.337 5.327 0.0 0.1 0.1 0.315
H 3.772 2.894 1.785 -1.3 -1.3 1.2 0.411
H -2.284 -0.158 -0.467 1.9 0.7 1.6 0.192
H -0.716 -1.383 -1.261 0.9 1.0 0.9 0.304
H -1.398 -1.255 -12.254 0.0 0.0 0.2 0.339
H -1.789 0.260 -11.391 -0.1 -0.2 0.1 0.367
H -6.837 1.414 -2.274 0.2 -0.1 0.0 0.322
H -1.058 1.227 -0.089 -0.5 -2.1 0.9 -0.019
H -1.405 -1.508 1.728 0.0 2.8 0.1 0.218
```
Positions in Å, forces in eV/Å.


# 2
A cluster of 11 separate species, C39H71N5O23 in total, computed with the ωB97M-V functional and the def2-TZVPD basis.

Summary:
energy: -3532.98632 a.u.
ΔE to the lowest compared entry with this formula, charge and spin: 0.00 kJ/mol
LUMO level: -0.0062 hartree
HOMO level: -9.167 eV
charge: 0

```
138
Properties=species:S:1:pos:R:3:forces:R:3:mulliken_charge:R:1
O 7.897 -8.520 -10.022 -0.5 0.3 0.6 -0.558
O 17.120 -9.679 -10.540 0.5 0.3 0.2 -0.420
O 14.653 -14.771 -22.338 1.5 -0.1 -0.9 -0.400
O 13.304 -14.619 -20.600 0.0 0.3 -1.0 -0.385
O 13.251 -6.761 -22.046 0.0 0.4 -0.2 -0.370
O 17.429 -13.034 -13.408 0.6 0.6 -0.7 -0.327
O 17.833 -14.216 -15.262 0.2 0.7 0.0 -0.434
O 13.294 -16.478 -21.881 0.1 -0.4 0.2 -0.550
O 12.523 -5.330 -13.134 0.1 0.4 -0.5 -0.417
O 18.899 -14.754 -13.384 0.4 0.1 0.5 -0.565
O 16.951 -9.413 -12.728 -0.1 0.3 -0.5 -0.192
O 14.201 -8.738 -21.730 0.6 0.1 0.1 -0.303
O 7.853 -10.243 -16.990 0.1 0.3 -0.3 -0.602
O 11.369 -12.620 -12.734 0.0 0.3 -0.6 -0.378
O 12.590 -11.906 -11.048 0.2 0.2 0.5 -0.276
O 18.825 -8.585 -19.691 -0.4 0.9 0.0 -0.693
O 15.551 -7.673 -15.612 -0.6 0.1 -0.4 -0.342
O 13.139 -11.569 -17.948 0.2 -0.3 0.0 -0.436
O 13.571 -12.502 -13.012 0.2 0.4 0.4 -0.520
O 15.261 -6.794 -21.086 0.0 -0.8 0.2 -0.516
O 18.984 -9.352 -11.777 -0.4 0.3 0.1 -0.580
O 12.690 -7.037 -11.684 -0.1 -0.1 0.3 -0.493
O 11.641 -7.269 -13.660 -0.2 -1.1 1.2 0.132
N 7.656 -12.134 -18.217 0.1 0.1 -1.5 0.160
N 12.300 -10.663 -16.047 -1.5 -0.3 0.8 0.802
N 17.483 -7.003 -16.542 1.4 0.5 -1.0 0.259
N 7.225 -8.698 -12.167 -1.4 -0.2 0.9 0.229
N 17.018 -9.893 -19.828 -2.0 1.0 0.5 0.387
C 9.825 -13.931 -11.554 0.3 0.8 1.0 -1.553
C 15.301 -8.090 -10.074 0.6 1.1 0.6 -1.489
C 14.005 -12.736 -23.297 -0.6 -0.5 -0.1 -1.208
C 16.197 -6.822 -16.210 0.8 -0.6 1.2 0.071
C 7.472 -12.712 -19.562 -1.4 -0.8 1.6 -1.012
C 15.584 -9.315 -12.289 1.2 0.7 1.1 0.889
C 12.800 -4.306 -15.349 0.0 -1.1 0.9 -0.952
C 11.056 -10.493 -15.303 -0.6 -0.1 0.1 -0.423
C 11.867 -5.079 -14.417 -0.4 0.2 0.5 0.260
C 14.341 -7.390 -21.547 -0.1 0.4 -0.6 0.546
C 17.795 -9.414 -11.689 0.5 -1.3 0.1 0.451
C 6.139 -8.488 -13.108 0.9 0.2 -1.0 -0.883
C 11.279 -12.033 -10.496 -1.2 -0.6 -0.6 -0.413
C 13.888 -13.316 -20.784 -0.2 0.3 0.8 0.730
C 12.281 -11.529 -17.076 0.6 1.1 -0.7 -0.448
C 10.405 -12.515 -11.683 0.4 -1.2 -0.4 0.997
C 13.725 -15.403 -21.627 -0.8 0.2 0.5 0.541
C 12.616 -12.349 -12.315 -0.4 -0.2 -0.5 0.658
C 12.818 -8.965 -22.032 -0.9 -0.8 -0.1 0.617
C 16.087 -13.201 -16.640 0.1 -0.8 0.3 -1.071
C 18.324 -6.000 -17.227 -1.1 0.2 0.6 -1.013
C 17.763 -11.112 -20.070 1.1 1.4 1.4 -0.852
C 8.436 -9.274 -12.670 1.1 0.8 -0.7 -0.692
C 18.213 -8.248 -16.306 0.1 0.3 1.4 -0.761
C 12.304 -6.581 -12.708 0.4 0.2 -0.7 0.403
C 18.173 -14.018 -13.960 -0.9 -1.4 0.1 0.521
C 13.288 -9.637 -15.786 0.6 -0.3 -1.0 -0.518
C 7.727 -10.793 -18.073 -0.4 -0.5 1.1 0.125
C 7.039 -8.344 -10.859 1.2 -0.6 -1.3 0.068
C 17.036 -12.170 -14.487 0.4 0.4 -0.2 0.567
C 7.620 -13.042 -17.081 0.1 0.9 0.0 -0.953
C 12.093 -9.249 -20.727 0.2 0.3 0.7 -0.978
C 17.302 -12.978 -15.758 -0.5 -0.4 -0.5 0.752
C 15.769 -9.393 -10.723 -2.8 0.8 -1.0 0.624
C 15.643 -10.029 -19.360 0.0 -0.1 0.9 -0.653
C 11.384 -6.504 -14.792 0.5 0.7 -1.0 -0.046
C 14.682 -13.360 -22.092 -1.0 -0.3 0.7 0.800
C 17.605 -8.684 -19.638 1.3 -1.5 -0.1 0.076
C 12.525 -7.711 -22.825 -0.5 -0.1 0.9 -0.642
H 8.333 -10.235 -13.175 -0.4 0.0 0.0 0.174
H 13.063 -8.735 -16.361 -0.2 0.2 0.3 0.063
H 11.359 -12.128 -17.157 0.1 -0.1 0.3 0.580
H 15.052 -10.139 -10.373 0.9 -0.7 0.4 0.388
H 6.055 -7.870 -10.767 -0.1 0.1 0.7 0.274
H 14.598 -13.028 -24.162 0.0 0.5 -0.2 0.369
H 11.471 -7.441 -22.838 0.1 0.1 -0.1 0.345
H 12.952 -7.753 -23.828 -0.1 -0.1 0.0 0.315
H 10.882 -11.106 -10.091 0.5 0.2 0.1 0.366
H 15.767 -7.864 -9.109 0.1 -0.6 0.1 0.406
H 18.460 -6.318 -18.257 0.4 0.2 0.0 0.318
H 5.186 -8.203 -12.671 0.1 -0.2 0.4 0.319
H 15.681 -12.250 -16.979 -0.1 -0.1 -0.1 -0.100
H 18.278 -11.368 -19.131 -0.3 -0.5 0.1 0.234
H 13.344 -9.438 -14.720 -0.1 0.1 0.0 0.152
H 19.283 -8.054 -16.237 0.0 0.4 -0.6 0.442
H 16.887 -7.891 -19.394 0.2 0.1 -0.1 0.473
H 19.250 -5.885 -16.668 0.2 -0.3 -0.3 0.365
H 15.035 -10.448 -20.154 -0.3 -0.2 0.3 0.103
H 14.998 -10.104 -12.752 -0.1 0.0 0.1 -0.727
H 15.685 -12.977 -21.915 0.2 -0.4 -0.3 0.206
H 18.626 -10.827 -20.674 -0.4 -0.5 -0.8 0.392
H 11.055 -4.394 -14.166 -0.3 -0.3 -0.1 0.245
H 7.569 -10.258 -19.020 0.3 0.1 0.0 0.361
H 10.329 -6.622 -15.042 0.0 0.4 0.0 0.380
H 10.542 -14.591 -11.061 0.1 0.1 0.1 0.379
H 8.560 -13.587 -17.006 0.0 -0.1 0.2 0.318
H 12.517 -8.659 -19.910 -0.4 0.4 -0.1 0.212
H 17.707 -11.312 -14.569 -0.2 0.2 0.7 0.003
H 7.088 -12.018 -20.304 0.7 0.4 0.0 0.371
H 14.466 -13.177 -19.872 0.2 0.5 -0.2 -0.389
H 10.261 -11.156 -15.646 0.3 -0.2 -0.3 0.035
H 10.619 -9.501 -15.450 0.3 0.2 0.1 0.192
H 15.179 -9.131 -18.940 0.4 0.7 -1.1 0.206
H 11.237 -12.835 -9.761 0.4 0.3 0.3 0.259
H 9.616 -11.827 -11.984 0.2 0.2 0.0 -0.294
H 15.280 -8.297 -12.526 -0.5 -0.3 -0.4 -0.063
H 16.013 -11.836 -14.337 -0.1 -0.2 0.0 -0.342
H 16.308 -13.880 -17.467 0.3 0.4 -0.3 0.433
H 17.089 -11.909 -20.355 0.2 0.0 -0.5 0.118
H 8.844 -8.547 -13.384 0.0 -0.3 -0.4 0.324
H 13.163 -3.483 -14.736 0.2 0.2 -0.3 0.388
H 6.414 -7.675 -13.792 -0.1 -0.1 -0.1 0.306
H 11.158 -10.702 -14.238 0.3 0.2 0.0 -0.080
H 6.031 -9.382 -13.725 -0.3 0.0 0.1 0.274
H 6.597 -13.352 -19.392 0.2 -0.4 -0.5 0.347
H 13.113 -12.553 -20.866 -0.2 -0.1 0.4 -0.164
H 12.289 -3.948 -16.238 -0.1 0.0 0.0 0.387
H 11.012 -9.128 -20.795 0.0 0.1 0.0 0.461
H 18.117 -12.518 -16.321 -0.1 0.1 -0.1 0.145
H 14.231 -8.036 -9.881 -0.1 -0.4 -0.3 0.337
H 17.861 -5.013 -17.158 -0.3 -0.1 -0.3 0.327
H 13.628 -4.961 -15.623 0.1 0.2 -0.1 -0.097
H 7.465 -12.395 -16.219 0.3 -0.2 0.2 0.229
H 11.993 -6.913 -15.604 -0.1 0.1 -0.1 -0.055
H 9.635 -14.376 -12.526 -0.5 0.2 0.0 0.345
H 13.743 -11.680 -23.245 0.8 0.2 0.1 0.090
H 8.955 -13.827 -10.901 -0.2 -0.5 -0.3 0.430
H 12.297 -10.269 -20.393 0.0 -0.1 -0.3 0.000
H 14.274 -9.916 -16.153 0.0 -0.3 0.2 0.006
H 15.534 -7.179 -10.637 0.1 -0.3 -0.4 0.325
H 8.306 -13.346 -19.850 0.1 0.3 -0.3 0.305
H 13.022 -13.200 -23.438 0.1 -0.3 0.1 0.401
H 15.817 -5.803 -16.357 0.0 0.1 -0.4 0.108
H 15.570 -10.548 -18.395 0.3 -1.1 -0.6 0.158
H 18.024 -8.543 -15.270 -0.6 -0.7 -0.3 0.145
H 9.253 -9.358 -11.955 -0.5 0.0 0.6 0.180
H 18.071 -9.008 -17.070 -0.3 -0.1 0.2 0.109
H 15.315 -13.765 -16.109 -0.1 0.4 0.4 0.364
H 12.587 -9.861 -22.615 1.0 0.1 -0.5 0.298
H 6.777 -13.730 -17.127 0.0 -0.1 -0.3 0.377
```
Positions in Å, forces in eV/Å.


# 3
A structure of composition C32H24F15GaGeOS, computed with the ωB97M-V functional and the def2-TZVPD basis.

Summary:
energy: -7206.73592 a.u.
LUMO level: -0.0413 hartree
HOMO level: -8.132 eV
charge: 0

```
75
Properties=species:S:1:pos:R:3:forces:R:3:mulliken_charge:R:1
Ge 1.684 -0.491 -1.919 -1.0 0.2 1.6 0.373
Ga -1.724 -0.411 1.000 -0.3 0.0 -2.3 1.380
S -0.017 -0.411 -0.479 1.5 -0.1 -1.4 -0.692
F 5.896 3.665 -0.362 -0.9 -0.8 -0.3 -0.292
F 5.114 -4.138 -3.722 -0.8 0.1 0.7 -0.294
F 2.073 -5.559 -0.345 0.4 0.7 -0.6 -0.299
F 0.965 -3.083 -0.263 1.0 -0.7 -0.7 -0.079
F 4.032 -1.646 -3.678 -0.4 -0.7 0.6 -0.309
F 4.064 2.804 1.500 0.0 -0.3 -0.9 -0.289
F 0.371 2.207 -2.599 0.0 -0.7 -1.0 -0.326
F 1.372 -2.003 -4.680 -0.4 0.8 -0.1 -0.263
F 5.826 2.668 -2.924 -0.6 -0.3 0.8 -0.299
F -0.746 3.078 -4.943 0.4 -1.0 0.0 -0.305
F -0.803 1.432 -7.148 0.5 -0.4 1.1 -0.286
F 3.941 0.836 -3.640 0.0 0.5 0.9 -0.331
F 2.185 0.950 0.834 1.0 0.5 -0.6 0.199
F 0.259 -1.102 -7.004 0.0 0.7 0.8 -0.299
F 4.147 -6.107 -2.065 -0.5 1.1 0.0 -0.287
O -2.429 0.809 -0.220 -0.9 0.9 1.4 -0.460
C -2.893 -1.130 3.450 -0.3 -0.4 0.1 1.292
C -3.825 1.056 -0.155 -0.4 0.6 -0.3 1.523
C -2.882 0.254 3.417 0.0 -0.2 0.8 -1.259
C 0.902 0.090 -3.594 -0.1 -0.1 -0.7 0.132
C -4.230 1.665 1.206 -0.4 0.0 -0.2 -1.135
C 4.092 -3.865 -2.873 0.4 0.2 -0.5 0.160
C 0.866 -0.747 -4.724 -0.4 0.9 0.1 0.262
C -0.476 0.297 3.619 0.7 0.2 0.1 0.575
C 3.028 0.827 -1.417 0.6 0.4 0.0 -0.219
C 3.533 -2.583 -2.843 -0.4 -0.6 0.6 0.295
C 2.088 0.297 3.862 -0.2 -0.1 -0.1 -1.840
C 3.968 1.282 -2.362 -0.2 0.3 0.8 0.255
C -0.490 -1.092 3.633 0.2 -0.1 0.0 -0.340
C 1.982 -3.307 -1.126 0.3 0.2 -0.3 -0.061
C -0.248 0.995 -5.991 -0.1 0.1 -0.3 0.458
C 4.929 2.233 -2.004 0.3 0.0 -0.6 0.334
C 0.352 1.381 -3.675 0.0 -0.4 -0.2 0.172
C 0.293 -0.292 -5.917 0.1 -0.5 -0.3 0.269
C 4.032 2.306 0.239 -0.2 0.0 0.5 0.134
C 2.549 -4.586 -1.162 -0.3 -0.2 0.4 0.009
C 0.796 1.120 3.784 0.3 0.2 -0.4 1.204
C -1.695 0.952 3.495 0.2 0.4 -0.1 -0.303
C 3.602 -4.865 -2.033 0.1 -0.4 0.0 0.514
C -4.640 -0.223 -0.445 -0.4 -0.2 0.1 -1.213
C 3.066 1.356 -0.111 0.4 0.0 -0.5 0.162
C -4.188 -1.865 3.390 -0.3 -0.2 0.2 -1.429
C 4.963 2.743 -0.705 0.3 0.3 0.1 0.269
C -0.219 1.830 -4.871 -0.2 0.6 0.3 0.221
C 0.687 2.029 5.010 -0.2 0.0 0.1 -1.515
C -4.142 2.085 -1.253 0.0 0.3 -0.3 -1.800
C -1.679 -1.794 3.542 0.0 -0.2 0.1 -1.329
C 2.468 -2.285 -1.970 0.3 -0.4 -0.1 0.154
H 0.434 -1.631 3.729 0.2 -0.1 0.0 0.417
H -1.673 -2.871 3.563 0.1 -0.2 0.0 0.432
H 1.614 2.578 5.166 0.0 0.0 -0.1 0.442
H -4.968 -1.307 3.908 0.0 0.0 0.0 0.394
H -5.312 1.919 1.212 0.6 -0.1 0.0 0.531
H -5.728 0.004 -0.463 0.6 -0.1 0.0 0.423
H -4.352 -0.650 -1.430 -0.1 0.2 0.6 0.336
H -4.515 -2.012 2.362 0.0 0.0 -0.1 0.130
H -3.821 0.780 3.349 0.4 -0.2 1.1 0.612
H -2.333 -1.465 -0.054 0.0 -1.0 1.4 -0.469
H 0.867 1.765 2.890 0.0 -0.2 0.2 0.104
H 2.093 -0.334 4.749 0.0 -0.1 0.1 0.472
H -0.122 2.755 4.908 0.0 0.0 0.0 0.345
H -3.860 1.686 -2.251 -0.1 0.2 0.6 0.385
H -5.226 2.333 -1.267 0.6 -0.2 0.0 0.377
H -3.569 3.022 -1.083 -0.3 -0.6 -0.1 0.362
H -4.051 0.954 2.039 -0.6 0.9 -2.0 -0.273
H -4.114 -2.845 3.863 0.0 0.0 -0.1 0.489
H 2.971 0.938 3.930 -0.2 0.1 -0.1 0.381
H -4.475 -0.997 0.333 -0.1 0.4 -0.5 -0.088
H 0.492 1.438 5.907 0.0 0.0 0.0 0.390
H -3.648 2.590 1.403 -0.3 -0.5 -0.1 0.342
H 2.215 -0.342 2.987 0.0 0.0 0.0 0.320
H -1.717 2.028 3.487 0.0 0.3 -0.1 0.358
```
Positions in Å, forces in eV/Å.